Record 1
DFT (ωB97M-V/def2-TZVPD) results for C15H20N2O2S in the gas phase.

ORCA input file:
```
! RIJCOSX wB97M-V def2-TZVPD def2/J DEFGRID3
* xyz 0 1
O -1.0420 -2.8120 -0.8133
C -0.8085 -1.6249 -0.8777
H -1.7829 1.2989 -1.3586
S 5.7438 -0.3474 -0.6090
H -3.7813 0.1780 -1.7359
H -3.0899 -1.9864 -0.1162
H -4.3136 1.1032 2.3593
H -4.9463 -0.8255 -0.8775
C 4.9675 -1.2739 1.6463
H 0.7835 -1.4033 -2.3075
H -5.4912 1.3655 -0.0233
H 1.2802 -1.2931 -0.6178
C -4.3653 0.3619 1.5636
H -3.1232 -1.3442 2.1318
H 2.6925 0.6153 -1.9248
C -4.0962 -0.1552 -0.7484
H -1.0287 1.2062 0.2477
O 1.1196 1.8036 0.5189
N 2.5559 1.1938 -1.1104
C 5.8687 -1.5013 0.6587
H 3.4168 2.3255 0.3648
C 3.7517 1.6307 -0.4100
C 0.2613 0.5132 -1.3421
H -5.2261 -0.2821 1.7496
H 3.3756 0.1964 2.0480
C 0.5066 -1.0029 -1.3326
H 0.2844 0.9018 -2.3631
C -3.0907 -0.4792 1.4721
H -3.7856 1.8206 0.0842
C 4.1527 -0.1484 1.3895
C 4.4528 0.4688 0.2148
H -2.2239 0.1186 1.7530
H 4.4081 2.1481 -1.1138
H 4.8836 -1.8835 2.5277
C -2.9711 -0.9041 -0.0093
C -1.1306 0.6979 -0.7192
C 1.3358 1.2382 -0.5302
H 6.6058 -2.2761 0.5899
C -4.4885 0.9919 0.1794
N -1.6613 -0.6346 -0.5584
*
```

Values from the calculation:
Relative energy (zero: lowest compared OMol25 entry of this formula, charge and spin) ... 12.1 kcal/mol
E ... -33791.22009 eV
SMILES ... O=C(NCc1cccs1)[C@H]1CC(=O)N(C2CCCC2)C1
HOMO-LUMO gap ... 9.52 eV
Strongest force on any atom ... 0.7 eV Å⁻¹

Here are the Mulliken charges for atoms 1 to 6, given in e: atom 1 (O): -0.703, atom 2 (C): 0.346, atom 3 (H): 0.190, atom 4 (S): -0.151, atom 5 (H): 0.380, atom 6 (H): 0.530

Record 2
DFT (ωB97M-V/def2-TZVPD) results for C15H20N4O2S in the gas phase.

ORCA input file:
```
! RIJCOSX wB97M-V def2-TZVPD def2/J DEFGRID3
* xyz 0 1
H 2.6838 3.0221 -2.9591
H 0.5806 -2.3019 0.9643
N 0.2129 -0.7961 -0.3770
N 3.1769 0.4856 -3.6433
N 3.5213 -0.7710 -3.3698
C 2.5129 0.9436 -2.5959
H 1.0463 2.3955 -3.1054
H -0.7699 1.4483 0.8485
H -6.2557 1.3669 1.7917
C 1.9695 2.3237 -2.5303
H 1.7690 2.5832 -1.4943
C 4.2737 -1.5395 -4.3195
C -3.1195 -0.1071 3.4528
O 1.5153 1.2978 0.4212
C -3.1066 0.1397 2.0784
H 3.2784 -2.1174 -1.7417
H -0.9899 -2.3983 0.1158
C -5.3753 0.9564 2.2653
H -1.5409 -0.4621 -1.4118
H 4.4466 -0.9085 -5.1885
C -4.2425 0.1687 4.2111
S 1.6847 -0.0617 -0.0172
H -1.3760 -1.7713 2.4537
H -4.2945 0.8552 0.4358
H -2.2433 -0.4992 3.9452
H -6.2500 0.9194 4.2236
O 2.4232 -0.9597 0.8221
H -2.3216 1.4342 -0.0217
C -4.2624 0.6754 1.5001
C -0.8153 0.1157 -0.8299
C 3.0930 -1.1487 -2.1561
C -0.2776 -1.7310 0.6112
H 3.7188 -2.4296 -4.6198
C -0.9583 -1.0188 1.7837
H -0.3405 0.8557 -1.4740
N -2.0251 -0.1901 1.2648
H 5.2313 -1.8434 -3.8944
C 2.4294 -0.0663 -1.6138
H -0.1996 -0.4268 2.3214
C -5.3765 0.7035 3.6275
C -1.5101 0.8075 0.3451
H -4.2237 -0.0292 5.2733
*
```

Values from the calculation:
Relative energy (zero: lowest compared OMol25 entry of this formula, charge and spin) ... 36.0 kcal/mol
E ... -36769.32323 eV
SMILES ... Cc1nn(C)cc1S(=O)(=O)N1CCN(c2ccccc2)CC1
HOMO-LUMO gap ... 8.48 eV
Strongest force on any atom ... 1.0 eV Å⁻¹

Here are the Mulliken charges for atoms 1 to 6, given in e: atom 1 (H): 0.445, atom 2 (H): 0.476, atom 3 (N): 0.198, atom 4 (N): -0.925, atom 5 (N): 0.738, atom 6 (C): 0.316

Record 3
DFT (ωB97M-V/def2-TZVPD) results for 5 unconnected molecules or ions with the total composition C15H20O15 in a non-equilibrium geometry.

ORCA input file:
```
! RIJCOSX wB97M-V def2-TZVPD def2/J DEFGRID3
* xyz 1 2
H -8.0555 1.2561 14.7659
O -10.1169 3.9530 12.6009
O -4.6206 8.9777 14.1918
O -7.0178 7.8123 17.7987
H -8.9639 0.1573 13.7134
C -10.2664 1.4863 15.0256
O -3.0508 8.2950 12.7767
C -5.4386 8.4603 15.2056
O -8.9177 2.0520 13.1691
C -5.1401 6.9737 15.2250
O -5.2454 2.5014 15.4701
O -8.7818 6.4844 18.3017
H -6.4708 8.8100 15.2258
O -4.6099 6.2252 22.5668
C -7.9242 6.9950 17.4693
O -8.1134 6.4248 16.2683
H -6.0722 6.4085 15.2221
H -9.1289 4.4545 18.0532
O -4.3481 6.8503 13.9996
C -5.9590 3.6615 15.1721
O -10.6986 2.6716 14.3776
H -4.4566 6.6344 16.0033
C -5.1131 7.2103 22.1668
O -5.9462 4.2638 14.1028
C -9.4921 5.4323 17.7366
H -11.0915 0.7752 15.0642
C -6.5087 3.0791 17.3058
H -4.9659 8.8740 16.0964
H -5.3333 9.3122 20.1366
H -7.4737 2.7772 17.7130
H -4.8544 1.6628 17.2877
C -5.7000 1.9311 16.6544
O -6.8058 3.8752 16.1916
H -7.3524 9.2377 22.0439
C -5.4095 9.1488 21.2116
C -9.3394 5.6523 16.1954
H -10.1545 6.3176 15.9104
C -3.9444 8.0627 13.5812
O -4.4951 8.2499 21.7002
C -9.9866 2.9266 13.2853
H -5.8955 3.5030 18.1010
O -6.4041 7.3555 22.1187
C -8.9845 1.1271 14.2106
H -5.3714 10.0758 21.7837
H -7.1703 8.2230 20.5329
C -6.7301 8.5458 21.4764
H -9.3780 4.7877 15.5328
H -10.5506 5.4485 17.9962
H -6.2284 0.9908 16.4970
H -9.8460 1.7152 16.0049
*
```

Values from the calculation:
Relative energy (zero: lowest compared OMol25 entry of this formula, charge and spin) ... 0.0 kcal/mol
⟨S²⟩ ... 0.755
E ... -46579.67856 eV
HOMO-LUMO gap (spin up / spin down) ... 9.26 / 2.72 eV
Strongest force on any atom ... 7.6 eV Å⁻¹

Here are the Mulliken charges for atoms 1 to 6, given in e: atom 1 (H): -0.203, atom 2 (O): -0.563, atom 3 (O): -0.279, atom 4 (O): -0.572, atom 5 (H): 0.310, atom 6 (C): -0.093

Record 4
DFT (ωB97M-V/def2-TZVPD) results for C15H20O2SSi in the gas phase in a non-equilibrium geometry.

ORCA input file:
```
! RIJCOSX wB97M-V def2-TZVPD def2/J DEFGRID3
* xyz 0 1
C 1.5144 0.7134 -1.2040
C 1.0738 -2.1537 -2.1669
H -1.4327 1.9109 -4.1146
C -0.3713 1.6797 5.1514
H 2.3043 0.7661 -1.9600
H 0.2537 1.3916 -4.0303
H -2.7149 -0.5683 -1.6684
H 0.8292 -2.4398 -3.1890
C -0.7521 0.1616 1.8764
C 1.0117 -1.4227 1.5547
O -0.5961 -0.9554 -0.1780
H -2.1402 1.0673 -1.1883
H 0.6375 -2.8609 -1.4847
H 2.4345 -0.2784 5.1615
H -0.5149 -0.7746 -4.7018
C -2.3565 0.3981 -2.0142
H -3.1175 0.8430 -2.6825
H 2.3878 -1.7142 3.1475
H -2.2357 -0.4915 -4.5627
H 1.3860 -2.2021 0.9124
H 2.0406 0.5393 -0.2644
H 2.1505 -2.1911 -2.0988
C 1.5347 -1.1530 2.7724
C -0.2900 0.4211 3.1589
H -1.5045 -1.7257 -3.6004
Si 0.2190 -0.5532 -1.6175
C 1.5228 0.2047 4.8053
C -1.0842 0.1820 -2.8727
C 0.9254 -0.1672 3.5783
H -1.5551 0.7376 1.5133
O -0.9728 1.3061 3.9686
C -0.6621 1.5095 -3.4469
C -0.1117 -0.7391 1.0693
H -0.5278 2.2420 -2.6821
C -1.3597 -0.7487 -4.0141
C 0.8902 1.1737 5.5135
S -1.1011 2.7312 6.1842
H 1.2804 1.4885 6.4745
H 1.0046 1.6722 -1.1000
*
```

Values from the calculation:
Relative energy (zero: lowest compared OMol25 entry of this formula, charge and spin) ... 0.0 kcal/mol
E ... -38688.42840 eV
SMILES ... CC(C)(C)[Si](C)(C)Oc1ccc2ccc(=S)oc2c1
HOMO-LUMO gap ... 7.56 eV
Strongest force on any atom ... 2.3 eV Å⁻¹

Here are the Mulliken charges for atoms 1 to 6, given in e: atom 1 (C): -1.107, atom 2 (C): -1.289, atom 3 (H): 0.463, atom 4 (C): 0.066, atom 5 (H): 0.390, atom 6 (H): 0.392

Record 5
DFT (ωB97M-V/def2-TZVPD) results for C15H20OS in the gas phase in a non-equilibrium geometry.

ORCA input file:
```
! RIJCOSX wB97M-V def2-TZVPD def2/J DEFGRID3
* xyz 0 1
H 2.4806 -3.0604 2.8433
C 1.0977 -2.6747 -0.2985
C 2.4012 0.2142 3.7173
H -4.3130 0.2089 -2.7484
H -3.2519 -1.3191 -1.0559
H 2.3783 0.7844 4.6350
C -3.4105 0.8049 -2.7060
H -2.3312 -0.4698 1.0464
H 1.2457 -3.3229 -1.1864
C -1.4161 -2.8690 0.2455
H -1.2497 0.5255 -2.3928
C 2.4911 -2.3110 0.2384
C 2.3862 0.8431 2.4395
H 0.6322 -1.1924 -1.7894
C 0.2451 -1.5050 -0.8249
H -1.3121 -2.6337 -1.8189
H 3.1672 -1.8718 -0.5553
H -2.1730 -0.8259 -3.2065
H 2.3694 1.9309 2.3801
C 2.4394 -1.1751 3.8653
H -3.2504 1.2657 -3.6768
H -1.5018 0.8050 0.1467
H 2.4253 0.4768 0.3361
C -2.1880 -0.0727 -2.4084
C -1.2338 -1.9290 -0.9540
H -3.5261 1.5932 -1.9522
C -2.3815 0.1317 0.1493
S 0.0423 -3.5227 0.9623
C 2.4854 -1.9740 2.7130
C -2.2947 -0.8284 -1.0786
C 2.4230 0.0209 1.3214
C 2.4615 -1.3915 1.4455
H -3.3229 0.7196 0.1494
H 2.9475 -3.2935 0.5442
H 2.4048 -1.6318 4.8626
H 0.3574 -0.6625 -0.1224
O -2.5431 -3.0511 0.7090
*
```

Values from the calculation:
E ... -28762.70210 eV
SMILES ... CC[C@H](C)[C@H]1C[C@@H](Cc2ccccc2)SC1=O
HOMO-LUMO gap ... 9.80 eV
Strongest force on any atom ... 3.5 eV Å⁻¹

Here are the Mulliken charges for atoms 1 to 6, given in e: atom 1 (H): 0.324, atom 2 (C): 0.293, atom 3 (C): -0.297, atom 4 (H): 0.337, atom 5 (H): 0.433, atom 6 (H): 0.358

Record 6
DFT (ωB97M-V/def2-TZVPD) results for a molecular structure, C15H21BrN2O3S in a non-equilibrium geometry.

ORCA input file:
```
! RIJCOSX wB97M-V def2-TZVPD def2/J DEFGRID3
* xyz 0 1
C 1.2225 2.1546 3.5168
C 0.9988 0.6543 -0.3922
H 0.3122 1.9078 1.6863
H -2.1025 1.6774 -3.7797
H -2.7227 -0.6112 0.7800
H 2.3941 2.0594 5.3524
H 0.9913 1.7263 -0.2442
H -1.3737 -0.9251 -3.2269
C 3.2514 0.4472 2.4035
H -0.5938 1.6049 -2.2500
H -3.6889 -2.0584 -0.6430
O 2.0379 -1.5320 -1.2153
C -2.4068 0.9770 -2.9020
O 3.9711 -1.1999 0.2320
C 2.6189 1.7438 4.3429
C -2.9500 -1.4376 -1.1517
C 2.0333 -2.4672 1.2296
N 2.1285 0.3868 0.3296
H -1.8873 -2.1157 -1.0646
C -1.4525 1.3755 -1.9517
C -2.5378 -0.3493 -0.4760
C -3.1069 -1.3794 -2.6985
H 2.2669 -3.3605 0.8014
H -1.6251 2.3194 -1.5545
H -4.1854 -0.8156 -2.7688
H -3.3797 1.0731 -2.5586
Br -0.0716 3.0152 4.4683
C 2.2383 0.8278 1.6785
H -3.4479 0.5975 -0.7540
C 1.2300 1.4595 2.2651
H 1.0453 -2.3149 1.1661
H 4.1584 -0.1977 1.8393
O -0.3669 -0.8957 0.9086
H 1.3245 0.5512 -1.4937
H 4.2642 0.6177 4.3733
C -2.3144 -0.5138 -3.4040
N -1.1961 0.5474 -0.9442
H -3.2197 -2.3930 -3.1339
C -0.2557 -0.0211 -0.0964
H 2.5418 -2.2407 2.0243
H -2.3425 -0.6570 -4.3528
S 2.5749 -1.0353 -0.1059
C 3.6237 0.7973 3.7646
*
```

Values from the calculation:
Relative energy (zero: lowest compared OMol25 entry of this formula, charge and spin) ... 363.1 kcal/mol
E ... -105881.23591 eV
HOMO-LUMO gap ... 8.98 eV
Strongest force on any atom ... 16.9 eV Å⁻¹

Here are the Mulliken charges for atoms 1 to 6, given in e: atom 1 (C): -0.676, atom 2 (C): -2.549, atom 3 (H): 0.086, atom 4 (H): 0.301, atom 5 (H): 0.291, atom 6 (H): 0.311

Record 7
DFT (ωB97M-V/def2-TZVPD) results for 2 unconnected molecules or ions with the total composition C15H21BrNO.

ORCA input file:
```
! RIJCOSX wB97M-V def2-TZVPD def2/J DEFGRID3
* xyz 1 1
H -2.2414 3.2181 -0.2726
H -2.5381 -1.4142 0.4425
C -4.5664 1.2262 -0.3670
C -1.5644 1.4376 0.7603
C -4.2953 0.4676 -1.6794
H -3.0363 -1.3426 -1.8785
H -0.5917 -0.2349 1.6633
H -2.6011 0.6970 2.4960
C -3.8408 0.4471 0.7545
C 0.6139 0.6347 0.0926
H 2.6968 -2.7125 1.0284
C 4.6184 -1.0911 -0.8826
C -1.4705 2.4632 -0.1730
H 5.3092 -2.8815 1.8478
H 4.7734 -0.0525 -1.1757
C 0.6855 1.6460 -0.8501
H 3.4551 -1.3352 1.8544
C -3.1661 -0.6494 0.0027
O 3.3582 -1.1968 -0.2049
C 5.6685 -1.5988 0.0938
H -4.2111 2.2470 -0.4786
C 3.5138 -1.9906 0.9783
H 4.5843 -1.7071 -1.7865
H 5.9891 -0.7946 0.7590
C -2.8287 1.2440 1.5809
H -5.1777 0.0357 -2.1505
N -3.4183 -0.6481 -1.2469
H -5.6391 1.2767 -0.2065
H 1.4148 -0.0835 0.2137
H -3.7610 1.0371 -2.4391
C 4.8815 -2.6485 0.8744
H -3.2639 2.1982 1.8772
H 4.8138 -3.5744 0.3000
H 6.5480 -1.9972 -0.4083
Br -5.1488 -0.5309 1.8315
C -0.3426 2.5670 -0.9814
C -0.5116 0.5329 0.9011
H -0.2744 3.3779 -1.6943
H 1.5649 1.7305 -1.4762
*
```

Values from the calculation:
Relative energy (zero: lowest compared OMol25 entry of this formula, charge and spin) ... 0.0 kcal/mol
E ... -89469.11976 eV
HOMO-LUMO gap ... 7.58 eV
Strongest force on any atom ... 0.6 eV Å⁻¹

Here are the Mulliken charges for atoms 1 to 6, given in e: atom 1 (H): 0.429, atom 2 (H): 0.485, atom 3 (C): -0.668, atom 4 (C): 0.455, atom 5 (C): -0.481, atom 6 (H): 0.287

Record 8
DFT (ωB97M-V/def2-TZVPD) results for a molecular structure, C15H21F4N2O2Se2W in a non-equilibrium geometry.

ORCA input file:
```
! RIJCOSX wB97M-V def2-TZVPD def2/J DEFGRID3
* xyz 1 3
C -0.7479 1.1216 2.9736
F -1.4786 -4.5633 1.2124
H -3.2539 2.0482 -0.6686
C 2.6795 -0.4128 -4.0760
W -0.8507 0.2522 0.0768
H 0.0083 -0.0242 -4.2756
F 0.5986 -3.4564 5.2937
C 1.8384 1.5121 -2.9087
H -0.1274 1.9564 -0.2114
H -4.0002 1.4777 0.8390
H 3.6735 -0.0058 -3.8665
H -2.8582 1.4813 2.7953
C -0.8846 2.6515 0.3191
C -0.5596 -1.3401 2.6181
N -1.9523 1.9177 0.9860
H 0.4433 -1.5879 -3.5995
O 0.8932 2.1812 -2.0694
F 0.5244 -0.8697 4.6713
C -1.0297 -2.3440 1.7887
C -3.2915 2.1829 0.4115
Se 1.5288 -0.3560 0.1117
H -3.6031 3.2031 0.6431
H 2.8588 1.7609 -2.5975
C 1.7092 -0.0024 -2.9277
F -1.5918 -1.9016 0.5985
C -0.9864 -3.6827 2.0816
C 2.2239 -0.7168 -1.6821
H 3.2905 -0.5136 -1.5623
H -0.3756 -5.1350 3.5463
N -0.7028 -0.0580 2.1228
H -1.9071 2.9802 2.8230
C 0.3501 -0.5281 -3.3703
H -0.2355 3.1936 1.0054
Se -1.1921 -0.4910 -2.1605
H 0.1856 1.6918 2.9099
C -1.9259 1.9446 2.4757
H 1.7068 1.8629 -3.9378
H -1.2499 3.2922 -0.4786
H 2.3290 0.0324 -5.0086
O 2.7349 -1.8071 -4.2927
H 3.4461 -2.1896 -3.7699
C -0.4346 -4.0894 3.2827
H 2.0992 -1.7901 -1.8171
C 0.0481 -3.1117 4.1317
C 0.0019 -1.7614 3.8164
H -0.8956 0.8746 4.0243
H 0.9632 3.1196 -2.2778
*
```

Values from the calculation:
Relative energy (zero: lowest compared OMol25 entry of this formula, charge and spin) ... 6.4 kcal/mol
⟨S²⟩ ... 2.026
E ... -166350.18352 eV
HOMO-LUMO gap (spin up / spin down) ... 6.21 / 7.29 eV
Strongest force on any atom ... 1.1 eV Å⁻¹

Here are the Mulliken charges for atoms 1 to 6, given in e: atom 1 (C): -0.770, atom 2 (F): -0.284, atom 3 (H): 0.421, atom 4 (C): -1.451, atom 5 (W): 0.807, atom 6 (H): 0.508